Computed, not measured: a structure of composition C62H79N17O3 in a non-equilibrium geometry, with ωB97M-V/def2-TZVPD.

Output
Energy relative to the best compared isomer or geometry (same formula, charge and spin) (kcal per mole): 517.0
HOMO level (eV): -8.02
E (a.u.): -3565.4453
Max |F| (hartree/bohr): 0.2620
Lowest unoccupied orbital energy (Ha): -0.0342

Geometry as ORCA input:
```
! RIJCOSX wB97M-V def2-TZVPD def2/J DEFGRID3
* xyz 0 1
C -4.060 4.952 0.904
O -3.183 5.105 -0.264
C -3.935 5.035 -1.500
C -3.084 4.561 -2.788
C -1.689 3.805 -2.454
C -1.815 2.158 -2.457
C -0.788 1.597 -1.341
C 0.750 1.239 -1.631
C 1.712 0.729 -0.455
C 1.151 0.566 1.046
C -0.384 0.877 1.322
C -1.359 1.390 0.143
C -2.930 1.701 0.449
C -3.748 0.331 0.126
C -4.881 0.246 -1.047
N -3.469 -0.775 0.822
C 2.197 0.058 2.168
O 2.212 0.435 3.392
C 3.286 -1.047 1.652
C 3.707 -2.217 2.623
C 4.746 -3.286 2.034
C 5.334 -3.185 0.543
C 6.360 -4.346 0.105
C 7.822 -3.826 -0.336
N 8.505 -2.835 0.249
C 4.870 -1.971 -0.393
C 5.443 -1.903 -1.899
C 4.646 -3.053 -2.742
C 5.361 -4.123 -3.668
C 4.420 -5.184 -4.422
C 2.830 -5.170 -4.247
C 2.118 -4.106 -3.300
C 0.507 -4.019 -3.085
C 3.055 -3.057 -2.541
C 3.845 -0.900 0.150
C 3.281 0.366 -0.687
O 3.996 1.112 -1.476
H -4.908 4.167 0.722
H -3.405 4.483 1.750
H -4.498 5.969 1.269
H -4.924 4.413 -1.416
H -4.292 6.129 -1.726
H -3.752 3.779 -3.348
H -2.911 5.419 -3.546
H -0.972 4.039 -3.351
H -1.142 4.175 -1.512
H -2.902 1.795 -2.340
H -1.420 1.780 -3.491
H 1.177 1.348 -2.701
H -0.773 0.750 2.419
H -3.374 2.517 -0.231
H -3.041 2.053 1.539
H -4.993 1.255 -1.612
H -5.879 -0.194 -0.684
H -4.462 -0.505 -1.841
H -2.735 -0.542 1.518
H 3.319 -2.335 3.701
H 5.031 -4.166 2.738
H 6.449 -5.118 0.979
H 5.878 -4.915 -0.786
H 8.321 -4.374 -1.239
H 7.914 -2.463 1.024
H 6.597 -2.024 -1.953
H 5.216 -0.883 -2.418
H 6.519 -4.157 -3.802
H 4.904 -5.993 -5.108
H 2.125 -5.909 -4.798
H 0.103 -3.029 -3.544
H -0.004 -4.927 -3.603
H 0.319 -3.962 -1.948
H 2.501 -2.306 -1.849
C -7.698 6.197 -2.367
C -6.957 4.978 -2.712
N -6.374 4.021 -2.984
H -7.102 7.095 -2.549
H -8.615 6.292 -2.955
H -7.986 6.208 -1.314
C -7.240 7.833 2.247
C -7.476 8.026 0.811
N -7.661 8.178 -0.319
H -7.947 8.405 2.851
H -7.342 6.783 2.535
H -6.234 8.152 2.536
C -11.681 8.747 2.288
C -10.688 7.991 3.059
N -9.907 7.396 3.666
H -11.971 9.669 2.800
H -11.296 9.030 1.304
H -12.592 8.166 2.125
C -2.520 3.661 4.865
C -3.875 4.202 4.702
N -4.941 4.628 4.570
H -2.091 3.932 5.834
H -2.512 2.569 4.802
H -1.839 4.034 4.095
C -3.756 -1.862 4.388
C -2.800 -0.786 4.108
N -2.048 0.061 3.888
H -3.766 -2.126 5.449
H -4.776 -1.577 4.115
H -3.514 -2.771 3.830
C 3.421 -5.626 5.660
C 4.179 -6.206 4.545
N 4.776 -6.662 3.666
H 4.000 -4.865 6.189
H 2.498 -5.150 5.315
H 3.139 -6.385 6.393
C 0.854 5.221 2.601
C -0.500 5.765 2.436
N -1.564 6.191 2.306
H 1.282 5.493 3.570
H 0.860 4.129 2.539
H 1.534 5.593 1.830
C 10.266 -0.245 1.181
C 11.600 0.307 0.914
N 12.648 0.740 0.704
H 9.997 -1.018 0.457
H 10.210 -0.698 2.175
H 9.494 0.528 1.133
C 5.855 -9.889 6.041
C 5.480 -8.555 6.522
N 5.185 -7.506 6.899
H 6.521 -10.398 6.744
H 4.979 -10.528 5.904
H 6.374 -9.839 5.080
C -2.981 -6.381 -4.900
C -1.561 -6.745 -4.827
N -0.444 -7.030 -4.770
H -3.117 -5.297 -4.947
H -3.461 -6.806 -5.786
H -3.534 -6.739 -4.028
C -8.937 -1.426 0.229
C -7.939 -2.194 0.983
N -7.151 -2.794 1.572
H -9.221 -0.509 0.754
H -8.561 -1.132 -0.755
H -9.852 -2.002 0.067
C 4.548 5.035 -3.260
C 4.425 3.759 -2.543
N 4.328 2.751 -1.980
H 4.638 5.877 -2.570
H 5.429 5.050 -3.907
H 3.677 5.227 -3.894
C -4.161 -2.493 -6.344
C -4.973 -3.680 -6.053
N -5.611 -4.614 -5.824
H -3.742 -2.528 -7.353
H -4.750 -1.574 -6.269
H -3.323 -2.397 -5.648
C 4.804 2.119 4.968
C 5.143 3.429 5.537
N 5.410 4.458 5.984
H 5.007 1.308 5.673
H 3.745 2.057 4.701
H 5.379 1.912 4.062
C 7.605 -7.403 -6.697
C 7.943 -6.095 -6.123
N 8.208 -5.067 -5.672
H 7.811 -8.216 -5.996
H 6.547 -7.464 -6.964
H 8.181 -7.604 -7.605
*
```

Löwdin population analysis, charges in e, atoms 1 to 4: atom 1 (C): -0.142, atom 2 (O): -0.262, atom 3 (C): -0.249, atom 4 (C): -0.165